28
Properties=species:S:1:pos:R:3 method="wB97M-V/def2-TZVPD" smiles=C1CCNC1.C1CCNC1 lumo_energy_ev=0.9 homo_lumo_gap_ev=9.29 max_force_ev_per_a=3.60 charge=0 e_tot_ev=-11565.7561
N -0.663 -0.708 -2.057
C 0.035 -1.573 -1.167
C -1.579 0.004 -1.137
C -1.037 -2.106 -0.253
C -1.920 -0.936 -0.017
H -1.300 -1.283 -2.623
H 0.546 -2.425 -1.656
H 0.798 -1.005 -0.600
H -1.157 0.943 -0.730
H -2.531 0.255 -1.644
H -1.678 -2.827 -0.795
H -0.623 -2.625 0.633
H -1.807 -0.544 1.012
H -2.993 -1.152 -0.179
N 2.045 0.146 0.425
C 1.378 1.159 -0.393
C 1.441 0.309 1.757
C 0.627 2.129 0.417
C 0.928 1.717 1.844
H 1.844 -0.720 -0.090
H 2.140 1.664 -1.017
H 0.737 0.558 -1.066
H 0.513 -0.295 1.763
H 2.050 -0.002 2.628
H 0.898 3.174 0.170
H -0.397 1.948 0.036
H 0.014 1.802 2.462
H 1.691 2.393 2.277